{
  "formula": "C5H14N3O",
  "method": "ωB97M-V with the def2-TZVPD basis set",
  "elements": ["O", "N", "N", "N", "C", "C", "C", "C", "C", "H", "H", "H", "H", "H", "H", "H", "H", "H", "H", "H", "H", "H", "H"],
  "coordinates": [[0.205, 0.125, 0.333], [-0.548, -1.635, 1.750], [0.996, -2.469, 0.300], [-1.199, -0.929, 0.689], [-2.344, -0.186, 1.165], [1.623, 1.889, -0.286], [0.272, 1.168, -0.549], [0.153, 0.786, -2.046], [0.586, -2.228, 1.541], [0.595, -1.839, -0.408], [-3.104, -0.805, 1.537], [1.725, -3.015, 0.127], [-2.119, 0.343, 2.126], [-0.822, -1.522, 2.765], [2.326, 1.163, 0.196], [1.380, 2.625, 0.440], [-0.161, -0.232, -1.980], [-2.587, 0.326, 0.252], [-0.559, 1.848, -0.235], [-0.592, 1.405, -2.408], [0.993, -2.579, 2.452], [1.086, 0.945, -2.450], [2.123, 2.352, -1.128]],
  "forces_ev_per_angstrom": [[-0.414, -2.873, 2.621], [-1.786, 2.212, 0.673], [-3.882, 3.478, 2.070], [2.517, -0.541, 0.427], [2.131, 0.979, 0.861], [0.047, -1.459, 1.351], [-1.428, 1.998, -1.475], [-0.634, -0.653, 3.544], [-0.332, -0.938, -2.231], [0.355, -0.639, 0.267], [-1.265, -1.609, -0.387], [3.890, -2.639, -0.909], [0.136, 0.741, -1.183], [0.156, 0.411, -1.678], [-0.423, 0.584, -0.470], [0.332, 0.825, 0.720], [-0.228, -0.836, -0.887], [-0.834, 0.957, 0.347], [0.553, 0.000, -0.596], [-1.358, 0.984, -1.476], [1.069, -0.825, 0.296], [1.766, -0.026, -1.529], [-0.369, -0.131, -0.358]],
  "nbo_charge": [-0.477, -0.382, -0.681, 0.019, -0.466, -0.607, 0.094, -0.626, 0.399, 0.455, 0.248, 0.415, 0.207, 0.424, 0.221, 0.226, 0.198, 0.254, 0.163, 0.226, 0.237, 0.217, 0.236],
  "lumo_energy_ev": [-4.6, -4.6],
  "charge": 1,
  "homo_ev": [-13.5, -13.5],
  "relative_energy_kj_mol": 540.4,
  "molar_mass_g_mol": 132.2
}

=====

{
  "formula": "C5H14N3O",
  "method": "ωB97M-V with the def2-TZVPD basis set",
  "elements": ["O", "N", "N", "N", "C", "C", "C", "C", "C", "H", "H", "H", "H", "H", "H", "H", "H", "H", "H", "H", "H", "H", "H"],
  "coordinates": [[2.696, -0.862, 0.068], [-0.731, -1.494, 0.347], [0.146, 0.674, 0.021], [-1.953, -1.639, -0.402], [1.059, 1.472, -0.874], [-1.215, 1.289, -0.168], [1.619, -1.392, -0.023], [0.282, -0.818, -0.269], [0.512, 0.864, 1.493], [-1.632, 0.888, -1.154], [0.552, 1.950, 1.683], [0.246, -0.803, -1.723], [1.998, 0.844, -0.919], [0.399, 1.628, -1.687], [1.666, -2.520, -0.200], [-1.928, 0.910, 0.623], [1.166, 2.535, -0.502], [-0.305, 0.329, 2.039], [1.569, 0.549, 1.571], [-1.973, -2.487, -1.014], [-2.615, -1.899, 0.185], [-1.086, 2.360, -0.102], [-0.470, -2.379, 1.007]],
  "forces_ev_per_angstrom": [[-0.755, 0.687, 0.521], [-1.085, -3.968, 2.021], [0.550, 1.440, 1.474], [3.775, 0.140, -3.615], [0.649, -0.025, 1.369], [-1.562, -2.464, -0.407], [2.360, -2.314, -1.289], [-1.054, 1.714, -4.251], [0.086, 0.344, -0.702], [0.609, 0.989, 1.236], [-0.527, -0.490, 0.041], [0.012, -0.362, 4.126], [-0.940, 1.509, -0.664], [0.422, -0.333, -1.860], [-0.720, 0.870, 0.515], [0.936, 0.523, -0.805], [0.348, -1.458, 0.185], [1.315, 0.454, -0.005], [-0.798, -0.362, 0.516], [0.969, 0.848, 0.159], [-3.987, -0.633, 3.985], [-0.112, 0.127, -0.138], [-0.490, 2.766, -2.413]],
  "nbo_charge": [-0.474, -0.520, -0.239, -0.627, -0.437, -0.425, 0.374, 0.061, -0.432, 0.255, 0.236, 0.245, 0.270, 0.226, 0.163, 0.244, 0.243, 0.246, 0.249, 0.353, 0.356, 0.234, 0.401],
  "lumo_energy_ev": -3.9,
  "charge": 1,
  "homo_ev": -13.9,
  "relative_energy_kj_mol": 497.5,
  "molar_mass_g_mol": 132.2
}

=====

{
  "formula": "C5H14N3Pb",
  "method": "ωB97M-V with the def2-TZVPD basis set",
  "elements": ["Pb", "N", "N", "N", "C", "C", "C", "C", "C", "H", "H", "H", "H", "H", "H", "H", "H", "H", "H", "H", "H", "H", "H"],
  "coordinates": [[0.912, -0.467, -1.033], [-1.449, 0.947, 2.288], [-0.351, -1.615, -2.472], [-0.499, 0.398, 0.408], [-1.567, 1.228, 0.092], [-0.460, 0.267, 1.749], [-2.168, 1.559, 1.238], [3.424, -1.030, -2.617], [-1.772, 1.083, 3.718], [0.283, -0.305, 2.293], [-1.043, 0.514, 4.301], [-0.668, -2.504, -2.092], [-1.164, -1.075, -2.758], [1.883, 0.452, 0.095], [2.943, -0.119, -3.035], [0.197, -1.817, -3.307], [2.903, -1.316, -1.667], [-1.806, 1.503, -0.917], [-1.725, 2.141, 4.010], [-2.782, 0.696, 3.912], [3.469, -1.939, -3.208], [4.465, -0.776, -2.391], [-3.026, 2.176, 1.393]],
  "forces_ev_per_angstrom": [[2.244, 1.687, 0.805], [-1.454, 1.029, -0.137], [-2.519, -2.276, -2.341], [-1.447, 0.342, 1.413], [0.833, -0.997, 0.402], [0.247, -0.078, -1.674], [0.018, 0.018, 1.383], [0.360, 0.176, 0.940], [-0.066, 0.072, -0.037], [-0.178, 0.169, -0.069], [-0.164, 0.122, -0.146], [-0.254, -0.171, -0.212], [-0.201, -0.157, -0.189], [1.639, 0.688, 1.328], [0.217, -0.925, -0.160], [-0.061, 0.001, -0.027], [1.218, 0.088, -0.827], [-0.027, 0.038, -0.129], [0.022, -0.358, -0.127], [0.371, 0.096, -0.108], [-0.382, 0.246, -0.593], [-0.225, 0.030, 0.169], [-0.195, 0.161, 0.334]],
  "nbo_charge": [1.018, -0.298, -1.112, -0.637, -0.059, 0.244, -0.074, -0.839, -0.409, 0.237, 0.231, 0.406, 0.405, -0.329, 0.219, 0.413, 0.163, 0.231, 0.234, 0.231, 0.233, 0.247, 0.244],
  "lumo_energy_ev": [-4.2, -4.3],
  "charge": 1,
  "homo_ev": [-10.2, -10.2],
  "relative_energy_kj_mol": 51.0,
  "molar_mass_g_mol": 323.4
}

=====

{
  "formula": "C5H14N3S",
  "method": "ωB97M-V with the def2-TZVPD basis set",
  "elements": ["S", "N", "N", "N", "C", "C", "C", "C", "C", "H", "H", "H", "H", "H", "H", "H", "H", "H", "H", "H", "H", "H", "H"],
  "coordinates": [[-1.043, -1.846, 2.543], [-1.734, -0.952, 0.176], [1.971, -0.179, 1.226], [-0.062, -0.178, -1.919], [0.581, 1.830, -0.561], [-1.915, -0.160, -0.862], [0.954, 0.404, -0.965], [-0.978, -0.542, 1.364], [1.117, -0.562, 0.233], [-0.354, 2.215, -1.013], [1.265, 2.475, -0.897], [0.539, 1.815, 0.436], [-1.710, 0.853, -0.679], [-1.816, -1.975, 0.140], [-0.100, 0.279, -2.824], [2.299, 0.695, 1.682], [-0.037, -1.169, -1.933], [2.361, -0.822, 1.898], [1.224, -1.701, -0.099], [1.959, 0.570, -1.547], [-0.836, -0.980, 3.430], [-1.081, 0.477, 1.812], [-2.602, -0.547, -1.643]],
  "forces_ev_per_angstrom": [[-0.001, -1.154, -1.443], [0.086, 1.048, 0.771], [1.977, 0.144, 1.458], [0.008, 1.098, 1.500], [-2.707, -2.201, -2.588], [-0.763, -2.479, 0.243], [0.976, -0.020, -1.729], [1.787, -0.533, -2.602], [-1.101, -0.541, 0.417], [0.244, -0.488, 0.409], [2.894, 2.491, -0.987], [-0.462, 0.655, 3.962], [-0.423, 1.121, 0.007], [-0.513, 0.690, -0.426], [0.245, -0.350, 0.071], [-1.322, 0.029, -1.857], [0.383, -0.851, -0.663], [-0.496, -1.116, -0.576], [-0.348, 2.420, 1.040], [-1.365, -0.996, 1.169], [0.372, 1.306, 2.437], [-0.318, -0.898, -0.983], [0.848, 0.626, 0.370]],
  "nbo_charge": [0.061, -0.532, -0.835, -0.743, -0.616, 0.058, -0.107, -0.319, 0.073, 0.213, 0.231, 0.211, 0.216, 0.420, 0.411, 0.423, 0.387, 0.407, 0.225, 0.213, 0.132, 0.234, 0.238],
  "lumo_energy_ev": -3.3,
  "charge": 1,
  "homo_ev": -10.7,
  "relative_energy_kj_mol": 387.7,
  "molar_mass_g_mol": 148.3
}

=====

Q: What is the formula in the second record?
A: C5H14N3O

=====

What did the third record say?
{
  "formula": "C5H14N3Pb",
  "method": "ωB97M-V with the def2-TZVPD basis set",
  "elements": ["Pb", "N", "N", "N", "C", "C", "C", "C", "C", "H", "H", "H", "H", "H", "H", "H", "H", "H", "H", "H", "H", "H", "H"],
  "coordinates": [[0.912, -0.467, -1.033], [-1.449, 0.947, 2.288], [-0.351, -1.615, -2.472], [-0.499, 0.398, 0.408], [-1.567, 1.228, 0.092], [-0.460, 0.267, 1.749], [-2.168, 1.559, 1.238], [3.424, -1.030, -2.617], [-1.772, 1.083, 3.718], [0.283, -0.305, 2.293], [-1.043, 0.514, 4.301], [-0.668, -2.504, -2.092], [-1.164, -1.075, -2.758], [1.883, 0.452, 0.095], [2.943, -0.119, -3.035], [0.197, -1.817, -3.307], [2.903, -1.316, -1.667], [-1.806, 1.503, -0.917], [-1.725, 2.141, 4.010], [-2.782, 0.696, 3.912], [3.469, -1.939, -3.208], [4.465, -0.776, -2.391], [-3.026, 2.176, 1.393]],
  "forces_ev_per_angstrom": [[2.244, 1.687, 0.805], [-1.454, 1.029, -0.137], [-2.519, -2.276, -2.341], [-1.447, 0.342, 1.413], [0.833, -0.997, 0.402], [0.247, -0.078, -1.674], [0.018, 0.018, 1.383], [0.360, 0.176, 0.940], [-0.066, 0.072, -0.037], [-0.178, 0.169, -0.069], [-0.164, 0.122, -0.146], [-0.254, -0.171, -0.212], [-0.201, -0.157, -0.189], [1.639, 0.688, 1.328], [0.217, -0.925, -0.160], [-0.061, 0.001, -0.027], [1.218, 0.088, -0.827], [-0.027, 0.038, -0.129], [0.022, -0.358, -0.127], [0.371, 0.096, -0.108], [-0.382, 0.246, -0.593], [-0.225, 0.030, 0.169], [-0.195, 0.161, 0.334]],
  "nbo_charge": [1.018, -0.298, -1.112, -0.637, -0.059, 0.244, -0.074, -0.839, -0.409, 0.237, 0.231, 0.406, 0.405, -0.329, 0.219, 0.413, 0.163, 0.231, 0.234, 0.231, 0.233, 0.247, 0.244],
  "lumo_energy_ev": [-4.2, -4.3],
  "charge": 1,
  "homo_ev": [-10.2, -10.2],
  "relative_energy_kj_mol": 51.0,
  "molar_mass_g_mol": 323.4
}

=====

Q: What is the formula in the first record?
A: C5H14N3O

=====

Q: Which formula does entry 3 have?
A: C5H14N3Pb